[1]
Density functional theory data (ωB97M-V/def2-TZVPD) for a molecular structure, C38H35ClN2RuSi2 at a distorted geometry.

Properties
Orbital gap (alpha / beta) in Eh: 0.232 / 0.118
E in Ha: -2712.02671
LUMO energy (alpha / beta) in eV: -5.261 / -9.726

The geometry in ORCA input format:
```
! wB97M-V def2-TZVPD RIJCOSX def2/J DEFGRID3
* xyz 2 5
Ru -0.211 -0.344 2.692
Cl 2.144 0.363 0.384
Si 0.096 -0.042 0.441
Si 0.499 -0.182 -3.185
N 0.107 1.778 3.131
N 1.432 -0.267 4.142
C 1.140 -3.649 -6.199
C 1.788 2.667 -5.954
C 1.430 0.863 4.913
C -1.550 -4.107 -1.241
C 0.439 3.061 5.254
C -2.610 3.583 -0.973
C -3.110 2.677 -0.033
C -1.241 -2.253 2.960
C -0.430 2.161 -4.335
C 0.715 1.357 -4.207
C 1.849 2.070 6.979
C 2.065 0.904 6.192
C -0.478 2.411 -0.913
C 2.855 -1.351 5.749
C -0.356 -4.070 -0.516
C 0.657 1.956 4.461
C 1.039 3.108 6.527
C 0.172 -1.535 -5.556
C 2.135 -1.342 4.545
C -1.555 -0.804 4.750
C -1.760 -1.708 -0.973
C 1.877 -3.672 -5.005
C 0.880 -1.574 -4.344
C 0.159 -2.852 -0.066
C -2.301 -0.291 3.637
C 1.847 1.653 -4.988
C -0.523 -1.658 -0.318
C 2.811 -0.233 6.579
C 0.624 3.435 -6.102
C -2.242 -2.919 -1.477
C -2.133 -1.196 2.524
C -1.293 3.434 -1.419
C -2.323 1.604 0.407
C -0.937 -2.022 4.342
C -0.491 3.176 -5.291
C 0.308 -2.567 -6.484
C -1.000 1.452 -0.040
C 1.752 -2.643 -4.074
H -0.486 -0.687 -5.772
H 2.324 -2.640 -3.141
H 3.398 -2.254 6.028
H -0.943 -3.092 2.345
H 2.557 -4.497 -4.807
H -4.124 2.811 0.355
H -1.507 -0.352 5.743
H -0.909 4.130 -2.166
H -2.952 0.581 3.644
H 2.339 2.119 7.961
H 3.356 -0.208 7.523
H -2.654 -1.173 1.576
H -2.336 -0.789 -1.112
H -3.227 4.401 -1.348
H 0.584 4.237 -6.848
H -3.178 -2.929 -2.035
H -0.169 3.887 4.886
H 0.776 2.095 2.428
H -0.730 2.341 2.995
H -1.407 3.758 -5.398
H -0.346 -2.682 4.975
H 1.229 -4.462 -6.915
H 2.652 2.855 -6.597
H -0.237 -2.509 -7.426
H 0.879 3.975 7.168
H -2.764 0.896 1.112
H 1.088 -2.839 0.507
H 0.566 2.338 -1.232
H -1.291 1.974 -3.689
H 2.090 -2.221 3.898
H 1.138 -0.207 -1.819
H -0.968 -0.303 -3.015
H 2.761 1.070 -4.859
H 0.171 -4.998 -0.285
H -1.953 -5.059 -1.595
*
```


[2]
Density functional theory data (ωB97M-V/def2-TZVPD) for 6 unconnected molecules or ions with the total composition C38H35F8O8PS at a distorted geometry.

Properties
Orbital gap in Eh: 0.352
E in Ha: -3609.44994
LUMO energy in eV: 0.366
SMILES: C#CC[C@]1(P(=O)(O)O)OS(=O)(=O)O[C@@H]1C[C@H](O)C(F)(F)F.Fc1ccccc1.Fc1ccccc1.Fc1ccccc1.Fc1ccccc1.Fc1ccccc1

The geometry in ORCA input format:
```
! wB97M-V def2-TZVPD RIJCOSX def2/J DEFGRID3
* xyz 0 1
S -1.575 -1.870 -1.284
P 0.452 -3.965 1.331
F 1.659 3.575 -2.560
F 3.491 -0.576 2.457
F -6.690 -2.571 0.769
F -5.222 -1.025 0.606
F -5.153 -2.749 -0.690
F -4.612 -6.636 0.000
F -0.151 3.672 1.485
F 4.197 5.925 0.504
O -4.648 -4.459 1.422
O -0.282 -2.037 -0.337
O -1.220 -2.291 -2.591
O 1.957 -3.460 1.411
O -0.066 -4.631 2.536
O -2.437 -2.969 -0.565
O 0.449 -4.871 0.033
O -2.169 -0.593 -1.079
C -3.701 -8.753 0.458
C 2.038 1.647 0.005
C 3.673 2.850 1.292
C -0.357 -1.497 2.035
C 7.571 5.735 -1.823
C 1.943 2.391 -4.570
C -0.975 7.063 3.631
C 6.407 5.168 0.205
C 2.721 2.821 0.282
C -4.566 -3.073 1.609
C -3.981 -10.515 -1.159
C -0.817 2.061 -4.705
C -1.019 7.092 2.244
C -0.375 4.732 3.569
C -0.653 5.884 4.290
C -4.404 -7.917 -0.384
C -0.003 1.530 -5.697
C 5.310 6.493 -1.488
C 1.373 1.694 -5.626
C 5.308 5.863 -0.260
C 3.942 1.707 2.037
C -4.902 -8.334 -1.600
C -0.670 -2.548 0.952
C 7.543 5.104 -0.587
C -0.737 5.948 1.510
C -0.989 -0.191 1.847
C -2.106 -3.115 0.847
C 2.306 0.500 0.734
C 6.454 6.428 -2.270
C -1.430 0.922 1.726
C -5.393 -2.342 0.550
C -0.261 2.755 -3.641
C 3.248 0.554 1.737
C 1.110 2.906 -3.598
C -0.423 4.790 2.191
C -4.682 -9.648 -1.987
C -3.133 -2.548 1.803
C -3.494 -10.066 0.061
H 8.408 4.559 -0.237
H 0.719 -1.319 1.990
H 4.205 3.765 1.501
H -4.270 -4.708 0.569
H -0.874 3.169 -2.852
H -0.614 5.860 5.370
H 1.290 1.623 -0.776
H 1.789 -0.427 0.529
H 1.176 -4.663 -0.571
H -3.815 -11.539 -1.464
H -0.127 3.800 4.059
H -5.060 -9.995 -2.939
H 3.012 2.535 -4.495
H 4.427 7.022 -1.821
H -2.803 -2.862 2.795
H 6.471 6.923 -3.231
H -1.769 1.920 1.575
H -2.950 -10.740 0.710
H -2.075 -4.198 0.968
H -1.889 1.933 -4.757
H -0.442 0.986 -6.522
H -5.450 -7.642 -2.224
H -3.326 -8.377 1.401
H -1.272 8.008 1.728
H -0.758 5.948 0.428
H 2.009 1.277 -6.395
H -0.580 -1.904 3.023
H 2.510 3.713 -0.290
H -3.148 -1.460 1.741
H 6.373 4.685 1.173
H 8.460 5.685 -2.437
H -5.092 -2.862 2.542
H -1.193 7.958 4.198
H 2.127 -2.938 2.209
H 4.673 1.706 2.835
*
```


[3]
Density functional theory data (ωB97M-V/def2-TZVPD) for a molecular structure, C38H35GeN3O2V.

Properties
Orbital gap (alpha / beta) in Eh: 0.240 / 0.233
E in Ha: -4804.09661
LUMO energy (alpha / beta) in eV: -6.952 / -7.138

The geometry in ORCA input format:
```
! wB97M-V def2-TZVPD RIJCOSX def2/J DEFGRID3
* xyz 2 2
Ge -0.040 -2.418 -1.242
V 0.960 -0.117 -0.795
O -0.211 0.619 0.155
O 0.487 2.804 0.004
N 0.748 2.497 -1.372
N -2.713 1.235 -0.337
N 2.573 1.093 -1.351
C 2.433 -2.187 0.230
C 2.985 3.349 -2.012
C 1.904 -2.466 -1.044
C -0.459 -3.851 1.244
C -3.240 3.635 -1.640
C -0.578 1.664 6.316
C -0.921 -2.829 0.412
C 4.657 -2.605 -0.575
C 3.807 -2.255 0.460
C -0.567 1.834 4.826
C -0.298 -2.234 -4.112
C -1.967 -3.586 -3.003
C -1.125 -4.135 2.426
C 2.792 -2.746 -2.099
C -3.844 1.419 -1.014
C 4.319 3.036 -2.245
C -0.575 2.074 2.012
C -2.011 -3.323 -5.392
C -1.852 2.244 -0.292
C -4.153 2.596 -1.680
C -2.061 3.457 -0.932
C -1.651 2.356 4.148
C 0.546 1.482 4.073
C 4.149 -2.845 -1.855
C 1.858 1.159 2.032
C -2.240 -3.390 2.791
C 4.765 1.744 -2.008
C -0.830 -2.778 -2.939
C 3.864 0.799 -1.558
C -2.942 3.162 2.239
C -0.887 -2.507 -5.334
C 2.151 2.350 -1.561
C -2.039 -2.078 0.787
C -2.549 -3.861 -4.230
C -2.694 -2.362 1.975
C -0.572 1.999 0.499
C 0.569 1.588 2.694
C -1.686 2.505 2.762
H -3.666 2.423 1.891
H -2.511 2.691 4.716
H -2.384 -1.251 0.176
H -3.423 -4.496 -4.281
H -1.321 2.307 6.784
H -2.469 -3.539 -6.347
H 5.796 1.466 -2.173
H 2.603 4.348 -2.165
H -3.446 4.572 -2.139
H 2.166 1.810 1.220
H 1.763 -2.039 1.074
H 0.382 3.278 -1.908
H -2.767 3.869 1.438
H -0.473 -2.088 -6.242
H -4.536 0.585 -1.025
H 5.000 3.796 -2.602
H -2.396 -4.005 -2.100
H -3.407 3.716 3.052
H -0.819 0.632 6.578
H 1.788 0.129 1.658
H 0.396 1.892 6.746
H -2.755 -3.614 3.715
H 4.821 -3.123 -2.656
H 4.198 -2.075 1.453
H 0.405 -4.447 0.970
H 0.582 -1.597 -4.081
H -5.089 2.689 -2.213
H 4.163 -0.221 -1.360
H 2.405 -2.956 -3.089
H -0.776 -4.940 3.058
H -3.556 -1.776 2.263
H -1.349 4.267 -0.829
H 2.659 1.154 2.769
H 1.432 1.119 4.582
H 5.719 -2.703 -0.393
*
```


[4]
Density functional theory data (ωB97M-V/def2-TZVPD) for a molecular structure, C38H35MoN3O4SSbSe.

Properties
Orbital gap (alpha / beta) in Eh: 0.232 / 0.235
E in Ha: -5042.22747
LUMO energy (alpha / beta) in eV: -3.787 / -3.999

The geometry in ORCA input format:
```
! wB97M-V def2-TZVPD RIJCOSX def2/J DEFGRID3
* xyz 1 3
Sb 1.315 0.332 1.660
Mo -1.358 0.762 0.552
Se -0.278 2.135 -1.239
S -2.626 0.095 2.829
O -4.522 -1.479 -0.647
O -1.265 2.553 1.422
O -2.485 -0.615 -0.221
O -2.166 4.582 1.783
N -0.606 -0.814 4.453
N -3.273 1.611 0.354
N -1.962 -2.360 3.820
C -5.568 1.325 -0.119
C 0.509 -1.127 0.297
C 0.123 0.421 -5.631
C 3.466 -3.073 3.500
C 3.615 -0.306 3.495
C -0.149 1.371 -3.007
C -5.789 2.647 0.257
C -2.657 0.982 -3.133
C -1.276 0.947 -3.714
C 2.544 -2.333 2.770
C 3.913 3.334 -0.100
C -3.476 2.852 0.779
C -1.705 -1.047 3.708
C 0.045 -1.949 -1.934
C 0.273 -0.080 -7.039
C -0.804 -3.138 -0.018
C -4.277 0.841 -0.055
C 4.947 1.218 -0.600
C 1.115 1.357 -3.618
C 3.905 0.557 0.034
C 2.619 -0.947 2.762
C -0.225 -2.204 0.820
C 0.654 -1.029 -1.091
C -4.734 3.422 0.727
C -1.117 0.477 -5.012
C -1.015 -2.951 4.636
C -0.691 -2.992 -1.396
C -3.074 -3.035 3.165
C -0.162 -1.981 5.034
C 4.951 2.605 -0.662
C 4.456 -2.434 4.229
C 2.857 1.286 0.589
C -3.809 -0.560 -0.350
C -2.230 3.457 1.375
C 4.531 -1.049 4.225
C 2.862 2.677 0.524
C 1.223 0.872 -4.916
C 2.376 1.842 -2.949
H 1.261 -0.238 -1.509
H -1.366 -3.967 0.392
H 5.755 0.652 -1.041
H -2.931 -4.107 3.270
H -2.755 0.209 -2.374
H -0.237 0.115 4.597
H 0.145 -1.838 -3.006
H -1.034 -4.001 4.858
H -1.995 0.155 -5.558
H 3.920 4.414 -0.147
H 0.701 0.691 -7.680
H -0.334 -2.311 1.893
H 0.939 -0.943 -7.078
H 3.698 0.773 3.489
H 3.042 2.280 -3.691
H 3.414 -4.154 3.488
H -1.180 -3.699 -2.051
H -2.875 1.948 -2.669
H 5.769 3.119 -1.149
H 1.798 -2.855 2.188
H 3.916 -0.527 0.098
H 2.194 2.587 -2.175
H 5.309 -0.545 4.782
H -4.864 4.438 1.068
H -3.400 0.790 -3.904
H -6.785 3.063 0.206
H -0.687 -0.374 -7.458
H -4.013 -2.739 3.627
H 2.921 1.016 -2.482
H -3.092 -2.758 2.111
H 0.712 -2.021 5.655
H 5.173 -3.013 4.792
H -6.364 0.672 -0.445
H 2.040 3.252 0.937
H 2.201 0.862 -5.384
*
```


[5]
Density functional theory data (ωB97M-V/def2-TZVPD) for a molecular structure, C38H35N2P2PtSSi at a distorted geometry.

Properties
Orbital gap in Eh: 0.250
E in Ha: -3068.22175
LUMO energy in eV: -2.810

The geometry in ORCA input format:
```
! wB97M-V def2-TZVPD RIJCOSX def2/J DEFGRID3
* xyz 1 1
Pt -0.450 1.242 0.166
S -0.456 3.594 0.299
P 0.918 0.436 -1.734
P -0.545 -0.441 1.725
Si -2.060 0.074 -0.904
N -2.715 3.719 1.732
N -0.797 3.564 2.957
C 1.952 -1.015 -2.096
C 3.089 -2.310 1.721
C -2.208 -4.148 1.081
C 3.848 -1.487 2.538
C -2.758 -2.714 -0.776
C -1.494 -3.117 1.667
C -1.401 -1.884 1.021
C -0.268 0.377 -3.102
C 0.087 0.469 -4.445
C 1.743 -2.035 1.512
C -2.579 0.170 -3.722
C 3.873 -2.117 -3.041
C -2.573 0.518 3.289
C -1.623 -0.436 5.712
C 1.151 -0.930 2.113
C 1.619 2.962 -2.791
C 2.408 4.102 -2.849
C 3.214 -0.948 -2.676
C -2.837 -3.947 -0.148
C -1.371 -0.191 3.327
C -0.904 -0.672 4.544
C -2.816 0.268 5.668
C -2.032 -1.662 -0.202
C 3.274 -3.352 -2.841
C -1.390 3.598 1.768
C 3.265 -0.379 3.143
C -0.895 0.442 -5.421
C 3.963 3.114 -1.310
C -2.231 0.296 -5.058
C 3.583 4.180 -2.112
C 2.001 1.884 -1.996
C -1.601 0.190 -2.716
C 2.005 -3.425 -2.278
C -3.299 0.737 4.449
C 1.926 -0.098 2.924
C -3.777 0.706 -0.704
C 3.173 1.974 -1.247
C 1.351 -2.261 -1.908
H 1.128 0.582 -4.726
H 4.855 -2.059 -3.492
H -3.272 3.802 2.566
H -1.250 -0.811 6.657
H -3.256 -2.575 -1.732
H 3.691 0.008 -2.845
H -1.013 -3.270 2.628
H 4.876 3.169 -0.730
H -0.625 0.539 -6.465
H 3.539 -3.170 1.242
H -4.244 1.266 4.408
H 0.700 2.916 -3.363
H -1.316 3.466 3.815
H 1.155 -2.691 0.888
H 1.482 0.777 3.387
H -3.376 0.446 6.577
H -3.000 0.279 -5.820
H 3.473 1.152 -0.604
H -2.285 -5.106 1.579
H 3.789 -4.258 -3.133
H 2.102 4.934 -3.471
H -3.161 3.801 0.835
H -3.625 0.040 -3.466
H -3.921 1.695 -1.144
H 0.350 -2.318 -1.491
H 4.895 -1.707 2.706
H -2.937 0.888 2.335
H 1.525 -4.385 -2.134
H 0.018 -1.240 4.591
H -4.073 0.734 0.347
H 3.856 0.267 3.779
H -4.442 -0.001 -1.214
H 0.202 3.464 2.983
H 4.197 5.069 -2.163
H -3.399 -4.752 -0.607
*
```